[1]
C33H30BBrFeN3O8 as an isolated structure in a non-equilibrium geometry. Source: OMol25; level of theory: ωB97M-V/def2-TZVPD.

* ΔE to the lowest compared entry with this formula, charge and spin: 0.0 kJ/mol
* net charge: -1
* expectation value of S²: 6.123
* HOMO (alpha / beta): -3.04 / -5.80 eV
* frontier orbital gap (alpha / beta): 0.155 / 0.256 hartree
* multiplicity: 5

```
77
C33H30BBrFeN3O8 | OMol25 | ωB97M-V/def2-TZVPD
Fe -0.17390 -1.46630 0.95854
O -1.78133 -2.97539 5.97034
C -0.74684 -2.09451 6.06728
C -0.49310 -1.51879 7.30646
C 0.51697 -0.58404 7.43801
C 1.29361 -0.23114 6.34879
C 1.06829 -0.82637 5.12018
C 0.05457 -1.75621 4.97259
C -0.24270 -2.36040 3.61024
O 0.62271 -1.96819 2.63095
N -1.65215 -2.03829 3.30233
N -1.81163 -2.20990 1.93483
C -3.00839 -2.16347 1.40337
C -3.19372 -2.29572 0.02104
Br -1.49488 -2.31295 -0.98400
C -4.37827 -2.50761 -0.62172
C -4.58609 -2.55648 -2.05208
C -5.24618 -3.65236 -2.61834
C -5.48479 -3.71636 -3.97496
C -5.11144 -2.66106 -4.79411
C -4.45372 -1.56940 -4.24579
C -4.17099 -1.52135 -2.89511
H -2.00395 -3.09231 5.03216
H -1.11491 -1.79713 8.14333
H 0.68844 -0.12646 8.39959
H 2.06787 0.51289 6.45308
H 1.65570 -0.58500 4.24688
H -0.20691 -3.47551 3.68636
H -1.84691 -1.04671 3.52094
H -3.88877 -2.00966 2.02308
H -5.23830 -2.70672 0.00721
H -5.53485 -4.47317 -1.97774
H -5.95755 -4.59143 -4.40199
H -5.34355 -2.68459 -5.84953
H -4.16445 -0.74257 -4.87891
H -3.66585 -0.65930 -2.48452
O -2.16256 0.71873 2.68204
C -1.78268 1.08989 1.56784
O -0.99980 0.42339 0.81401
C -2.25874 2.39635 1.00552
C -2.74609 3.39809 1.84483
C -3.19016 4.58731 1.31498
C -3.16684 4.77834 -0.06952
C -2.66673 3.78284 -0.91457
C -2.20660 2.60653 -0.37157
N -3.65046 5.98481 -0.61618
O -3.64103 6.12396 -1.84386
O -4.06627 6.85576 0.15679
H -2.75934 3.22409 2.91071
H -3.56844 5.38541 1.93588
H -2.65470 3.95609 -1.97947
H -1.79561 1.82652 -0.99693
C 6.39027 2.38752 -2.94015
C 5.52206 1.27763 -3.55203
C 4.50866 1.93150 -4.49574
C 6.40482 0.32228 -4.36938
C 4.84036 0.49800 -2.43200
C 5.62501 -0.16321 -1.48585
C 5.09608 -0.88566 -0.42614
C 3.72195 -0.92988 -0.31265
O 2.92226 -1.52214 0.61165
B 1.62347 -1.22231 0.25068
O 1.61925 -0.47265 -0.92188
C 2.92037 -0.27822 -1.25753
C 3.45481 0.42718 -2.31693
H 6.87707 2.96216 -3.72572
H 7.16123 1.97697 -2.29440
H 5.77467 3.06433 -2.35228
H 5.02714 2.47538 -5.28238
H 3.88343 2.64140 -3.96028
H 3.87754 1.18423 -4.96997
H 6.88699 0.85483 -5.18662
H 5.80178 -0.47887 -4.79049
H 7.18122 -0.12078 -3.75225
H 6.70050 -0.11855 -1.56699
H 5.73375 -1.38746 0.28520
H 2.78932 0.90218 -3.01513
```

---

[2]
C33H30BrIN4O3PZn as an isolated structure. Source: OMol25; level of theory: ωB97M-V/def2-TZVPD.

* ΔE to the lowest compared entry with this formula, charge and spin: 61.4 kJ/mol
* net charge: +1
* HOMO: -10.92 eV
* frontier orbital gap: 0.322 hartree

```
74
C33H30BrIN4O3PZn | OMol25 | ωB97M-V/def2-TZVPD
Zn 0.10992 -0.72927 0.70869
O -0.13793 -0.19173 2.79864
C -0.33941 1.20316 3.01544
C 0.09668 2.04033 1.83174
C 0.46077 3.36906 1.99621
C 0.80708 4.11053 0.87975
C 0.77091 3.51039 -0.37151
C 0.39577 2.18540 -0.45327
N 0.07489 1.46289 0.62871
H -1.02286 -0.62765 2.95118
H 0.20120 1.51943 3.90709
H -1.40491 1.38494 3.18851
H 0.46818 3.80823 2.98640
H 1.10004 5.14754 0.98203
H 1.02475 4.05834 -1.26833
H 0.33159 1.67415 -1.40699
N 2.90746 -2.22457 0.17031
P 2.50412 -0.57865 0.02500
C 2.68970 -0.20638 -1.74137
C 3.23777 0.99760 -2.18369
C 3.25133 1.29606 -3.53943
C 2.71193 0.40138 -4.45476
C 2.15038 -0.79022 -4.01652
C 2.13172 -1.09192 -2.66320
C 3.87851 0.26120 0.84178
C 5.17232 0.19528 0.31894
C 6.22006 0.80365 0.99058
C 5.98194 1.48892 2.17813
C 4.69907 1.56127 2.69938
C 3.64741 0.94558 2.03248
C 1.99678 -3.21250 0.50893
C 2.41910 -4.53904 0.63849
C 1.48417 -5.50601 0.91878
C 0.14485 -5.14585 1.07031
C -0.17777 -3.81934 0.95180
N 0.72227 -2.85598 0.68256
H 3.86496 -2.52390 0.06779
H 3.66037 1.69884 -1.47368
H 3.68896 2.22509 -3.88219
H 2.72771 0.63495 -5.51167
H 1.71929 -1.48218 -4.72863
H 1.67061 -2.01317 -2.32423
H 5.35825 -0.31560 -0.61993
H 7.22306 0.75105 0.58669
H 6.80276 1.96826 2.69628
H 4.51818 2.09167 3.62575
H 2.64496 0.98670 2.44381
H 3.46635 -4.78447 0.51359
H 1.78979 -6.53943 1.01984
H -0.62089 -5.87823 1.27893
H -1.19738 -3.48238 1.08451
O -1.53618 -1.38045 -1.58832
C -2.27329 -1.40564 -0.61561
C -3.73824 -1.80016 -0.55959
C -4.08464 -1.70510 0.93148
C -2.79438 -1.22853 1.57517
O -2.60996 -1.02711 2.77331
N -1.82729 -1.06969 0.63610
H -3.87174 -2.79323 -0.98622
H -4.31915 -1.11088 -1.16950
H -4.35428 -2.66407 1.37524
H -4.89183 -1.00867 1.15717
Br -6.65562 3.53286 1.24841
C -6.26271 2.51826 -0.28981
C -7.32026 2.15464 -1.11240
C -7.08918 1.41046 -2.25769
C -5.79741 1.03144 -2.59329
C -4.73921 1.39084 -1.77358
C -4.96915 2.12772 -0.61589
I -3.31287 2.60291 0.55944
H -8.32339 2.46066 -0.84854
H -7.92180 1.13381 -2.89081
H -5.61069 0.46394 -3.49646
H -3.72355 1.12253 -2.03831
```

---

[3]
C33H30IN3O4PPdS as an isolated structure. Source: OMol25; level of theory: ωB97M-V/def2-TZVPD.

* ΔE to the lowest compared entry with this formula, charge and spin: 0.0 kJ/mol
* net charge: +1
* HOMO: -10.91 eV
* frontier orbital gap: 0.204 hartree

```
74
C33H30IN3O4PPdS | OMol25 | ωB97M-V/def2-TZVPD
Pd 0.35343 0.03558 -0.12938
O -2.14915 -2.26815 1.63678
C -1.89569 -1.24600 1.03643
O -1.22847 -1.23631 -0.09537
C -2.34448 0.11932 1.53923
P -1.17966 1.40489 0.93813
C -0.84658 2.41430 2.38667
C 0.34173 2.23912 3.09116
C 0.56022 2.94507 4.26363
C -0.40736 3.82008 4.73631
C -1.60106 3.98081 4.04604
C -1.82756 3.27490 2.87486
C -2.10335 2.37661 -0.27074
C -2.93890 1.69982 -1.16086
C -3.62132 2.40266 -2.14243
C -3.47553 3.78222 -2.23445
C -2.64161 4.45356 -1.35020
C -1.94554 3.75470 -0.37370
H -2.39219 0.12644 2.62649
H -3.34915 0.30898 1.15625
H 1.09710 1.55585 2.72166
H 1.48821 2.81673 4.80463
H -0.23241 4.37607 5.64759
H -2.35946 4.65551 4.41952
H -2.76273 3.40102 2.34300
H -3.05009 0.62254 -1.10168
H -4.27023 1.87619 -2.82942
H -4.01488 4.33266 -2.99372
H -2.53091 5.52796 -1.42018
H -1.26894 4.27462 0.29142
C 0.48245 0.29613 -2.45210
C 0.97671 1.61510 -2.60957
C 0.10710 2.71374 -2.71145
C 0.61375 3.98341 -2.88359
C 1.99303 4.17232 -2.91071
C 2.87716 3.08878 -2.82671
C 2.37029 1.82155 -2.69332
C 2.52087 5.50780 -2.99797
N 2.93758 6.57702 -3.04088
H 1.12798 -0.49730 -2.79831
H -0.58255 0.10154 -2.53208
H -0.96209 2.55622 -2.67172
H -0.04735 4.83436 -2.96488
H 3.94331 3.26563 -2.85818
H 3.03622 0.97158 -2.60860
I 7.43919 5.44982 1.19166
C 5.64090 4.42811 0.92270
C 4.45526 5.14229 0.80467
C 3.26660 4.45553 0.62103
C 3.25643 3.06516 0.55241
C 4.45033 2.36403 0.67320
C 5.64522 3.04119 0.85995
C 1.95166 2.38007 0.30425
O 2.00171 1.07915 0.28445
O 0.92492 3.02663 0.12124
H 4.45887 6.22229 0.85006
H 2.33129 4.99056 0.52385
H 4.44609 1.28586 0.61294
H 6.57423 2.49604 0.95234
C 3.80637 -1.98803 1.44992
N 2.47219 -2.53826 1.61283
C 2.06352 -3.31599 2.78989
C 0.59852 -3.67258 2.47266
N 0.47587 -3.25845 1.07297
C 1.53418 -2.56810 0.67831
S 1.68321 -1.82290 -0.88550
H 4.25472 -1.88827 2.43593
H 3.73014 -1.01047 0.98170
H 4.43108 -2.64092 0.83992
H 2.16939 -2.71139 3.68960
H 2.69558 -4.19991 2.88870
H -0.11528 -3.12635 3.08826
H 0.40029 -4.73690 2.57223
H -0.42720 -3.16187 0.61996
```

---

[4]
C33H31AsBrIN5O7STi as an isolated structure in a non-equilibrium geometry. Source: OMol25; level of theory: ωB97M-V/def2-TZVPD.

* ΔE to the lowest compared entry with this formula, charge and spin: 417.2 kJ/mol
* net charge: -1
* HOMO (alpha / beta): -2.12 / -2.20 eV
* frontier orbital gap (alpha / beta): 0.118 / 0.121 hartree

```
81
C33H31AsBrIN5O7STi | OMol25 | ωB97M-V/def2-TZVPD
Ti -0.02100 -0.48580 -0.59770
Br -4.01380 -5.89500 -2.73720
C -2.61860 -4.65010 -2.34240
C -1.86820 -4.16370 -3.40010
C -0.85210 -3.25730 -3.13030
C -0.57450 -2.83870 -1.82560
O 0.43490 -2.03020 -1.58990
C -1.35600 -3.37150 -0.74020
C -0.97730 -3.06490 0.59210
N -0.01970 -2.19230 0.83670
C 0.65900 -2.11010 2.01200
C 0.26160 -2.57600 3.27350
C 1.08840 -2.44320 4.37910
C 2.34950 -1.89620 4.26830
C 2.84100 -1.51610 3.00810
C 4.16910 -1.09910 2.78420
C 4.60630 -0.91160 1.49380
C 3.69980 -1.07130 0.44320
N 2.42920 -1.38340 0.61690
C 1.99690 -1.61660 1.86700
C -2.38980 -4.28060 -1.03620
H -2.06200 -4.49470 -4.40920
H -0.24790 -2.87150 -3.94230
H -1.42200 -3.66760 1.39330
H -0.70290 -3.04230 3.40250
H 0.74200 -2.79510 5.34380
H 2.99960 -1.80620 5.12800
H 4.84220 -0.95650 3.61870
H 5.63260 -0.63610 1.29250
H 4.01390 -0.91420 -0.58330
H -2.98750 -4.68610 -0.23070
C -3.01240 0.41280 3.73380
C -2.04640 -0.31330 3.02980
N -0.92240 0.19850 2.59190
C -0.70890 1.50520 2.77170
C -1.63340 2.34390 3.44710
C -2.80110 1.74970 3.95100
C -1.39080 3.73970 3.54550
C -0.26490 4.28470 3.02240
C 0.70440 3.47550 2.37270
C 1.89110 4.02070 1.85690
C 2.80890 3.18730 1.27140
C 2.50630 1.82480 1.19080
N 1.39300 1.28330 1.63300
C 0.49690 2.07990 2.23060
H -3.91110 -0.07390 4.08300
H -2.20320 -1.35900 2.80220
H -3.52580 2.35490 4.48340
H -2.13130 4.36500 4.02670
H -0.07990 5.34890 3.07840
H 2.06090 5.08570 1.93410
H 3.74610 3.56170 0.88330
H 3.21600 1.13890 0.75220
C -0.80270 0.75400 -4.93080
As -1.68850 0.98490 -3.11750
C -1.69130 2.93270 -2.86250
C -3.39200 0.22160 -3.78040
O -0.78160 -0.14100 -2.31360
H -1.34010 1.28380 -5.71890
H -0.84360 -0.31950 -5.12920
H 0.23140 1.07760 -4.92570
H -1.36390 3.44930 -3.76320
H -1.01090 3.11710 -2.03270
H -2.69230 3.23240 -2.56790
H -3.53470 0.40380 -4.84710
H -4.21580 0.61710 -3.19550
H -3.30910 -0.85130 -3.58930
O -0.72660 1.50170 -0.31510
S -2.08240 0.94060 -0.10030
O -2.91990 1.11120 -1.29950
O -1.80760 -0.51920 0.06700
O -2.77640 1.53620 1.00410
N 2.12680 -0.50460 -3.12550
C 2.24260 0.46400 -2.17620
O 1.51210 0.38520 -1.12550
C 3.13060 1.51870 -2.40330
I 1.63840 3.30640 -3.88410
H 1.44360 -1.23790 -2.94390
H 2.65550 -0.44810 -3.97910
H 3.85480 1.45110 -3.19390
H 3.29890 2.24090 -1.63060
```

---

[5]
C33H31Br2FN9O7Ti as an isolated structure. Source: OMol25; level of theory: ωB97M-V/def2-TZVPD.

* ΔE to the lowest compared entry with this formula, charge and spin: 82.6 kJ/mol
* net charge: +1
* HOMO: -9.93 eV
* frontier orbital gap: 0.251 hartree

```
84
C33H31Br2FN9O7Ti | OMol25 | ωB97M-V/def2-TZVPD
Ti 1.16775 0.60566 0.77383
N -0.00501 0.96720 2.78497
C 0.00184 -0.32546 3.48395
C 0.14725 -0.17999 5.01404
C 0.98651 -1.19894 5.79711
C 0.58393 -2.67923 5.75956
N -0.86124 -2.92473 5.77059
C -1.56226 -3.44334 4.76563
N -1.03038 -3.60029 3.56529
N -2.84289 -3.78729 4.98178
C 1.16311 -1.09054 2.83550
O 1.17957 -2.31715 2.78868
O 2.03935 -0.29392 2.33859
H 0.53835 1.66505 3.28597
H -0.92468 1.33261 2.56351
H -0.92348 -0.84907 3.23511
H -0.85141 -0.12558 5.45245
H 0.61458 0.78946 5.19835
H 0.97930 -0.86563 6.83655
H 2.02573 -1.15227 5.46495
H 0.99910 -3.18219 6.63348
H 0.99835 -3.16791 4.88464
H -1.34515 -2.79585 6.64529
H -0.10856 -3.19057 3.30588
H -1.56370 -4.04923 2.83963
H -3.22319 -3.80834 5.91183
H -3.38243 -4.22656 4.25621
O 2.67093 -0.87974 -0.00433
C 2.47459 -2.01495 -0.40728
C 1.17009 -2.63168 -0.60688
C 1.10773 -3.83936 -1.29866
C -0.11418 -4.44081 -1.48598
C -1.27946 -3.90562 -0.94359
C -1.22418 -2.72347 -0.23881
C -0.00918 -2.03186 -0.10978
O 0.03073 -0.86979 0.49034
N -0.19485 -5.66776 -2.28696
O -1.27907 -6.19821 -2.37997
O 0.82620 -6.06422 -2.80015
H 3.34760 -2.63695 -0.65738
H 2.00317 -4.30313 -1.69102
H -2.21278 -4.43056 -1.09348
H -2.11378 -2.27098 0.17427
Br -2.74483 2.91901 -5.03140
C -0.99109 3.62309 -4.95127
C -0.12063 3.40893 -6.00892
C 1.17723 3.88492 -5.92156
C 1.61128 4.51305 -4.76197
C 0.71499 4.77227 -3.73151
C -0.59434 4.33356 -3.82820
N 2.96975 4.98033 -4.71892
N 3.68623 4.83494 -3.72157
C 3.36246 3.97507 -2.60988
C 3.68888 4.51748 -1.39302
C 3.37893 3.89126 -0.16717
C 2.70845 2.69999 -0.17146
O 2.35126 2.01375 0.92298
C 2.35399 2.11936 -1.42799
N 1.61653 0.98037 -1.35707
C 1.35823 0.31443 -2.45697
C 1.89477 0.69347 -3.69530
C 2.61488 1.85283 -3.78210
C 2.77204 2.67431 -2.64539
H -0.45474 2.88334 -6.89187
H 1.87502 3.74439 -6.73681
H 1.03881 5.31697 -2.85532
H -1.29631 4.52920 -3.03012
H 4.17030 5.48667 -1.39618
H 3.66712 4.34195 0.77213
H 0.73124 -0.56550 -2.36617
H 1.73934 0.06725 -4.56084
H 3.07539 2.12945 -4.71777
Br -7.27094 1.26257 -1.05379
C -5.44730 0.82063 -0.90310
C -4.71156 0.50234 -2.03011
C -3.37262 0.18245 -1.85551
N -2.76707 0.14395 -0.67229
C -3.49736 0.45886 0.39052
C -4.83647 0.81202 0.33981
H -5.16041 0.50343 -3.01233
H -2.76035 -0.05437 -2.71789
H -2.98325 0.42509 1.34586
H -5.38163 1.07992 1.23256
F -0.17016 1.73015 0.34421
```

---

[6]
C33H31EuN6O5Sb as an isolated structure in a non-equilibrium geometry. Source: OMol25; level of theory: ωB97M-V/def2-TZVPD.

* net charge: 0
* expectation value of S²: 15.759
* HOMO (alpha / beta): -5.40 / -8.43 eV
* frontier orbital gap (alpha / beta): 0.210 / 0.321 hartree
* multiplicity: 8

```
77
C33H31EuN6O5Sb | OMol25 | ωB97M-V/def2-TZVPD
Eu -0.57132 0.06433 0.19283
C -1.70059 0.56530 3.46110
C -2.83434 1.02188 2.59335
C -3.80038 1.87768 3.11773
C -4.83586 2.31114 2.31972
C -4.90093 1.85536 1.01171
C -3.90709 1.00439 0.55093
N -2.88047 0.60388 1.31864
Sb -4.18738 0.22469 -1.43483
C -2.56847 1.17764 -2.49304
C -2.97475 1.81848 -3.65665
C -2.04000 2.55616 -4.37262
C -0.75528 2.64381 -3.88646
C -0.41405 1.98273 -2.70636
C 0.96945 2.14689 -2.13632
N -1.30742 1.23991 -2.04197
C -3.47859 -1.76226 -1.00885
C -4.49231 -2.71017 -1.10143
C -4.18584 -4.04347 -0.88305
C -2.87312 -4.37164 -0.62903
C -1.89772 -3.37495 -0.56629
C -0.46962 -3.77212 -0.32458
N -2.20422 -2.07364 -0.71500
H -1.97460 0.63883 4.51303
H -1.41024 -0.45576 3.22899
H -0.82934 1.20166 3.29658
H -3.71758 2.19767 4.14932
H -5.58969 2.98464 2.71030
H -5.71106 2.15060 0.35822
H -4.00086 1.74562 -3.99310
H -2.32021 3.06455 -5.28802
H -0.00092 3.22940 -4.39900
H 1.70961 2.21239 -2.93613
H 1.00639 3.07145 -1.55330
H 1.25920 1.32994 -1.48514
H -5.50327 -2.40470 -1.34070
H -4.95309 -4.80859 -0.92776
H -2.57762 -5.40214 -0.47662
H -0.40424 -4.84586 -0.15221
H 0.13904 -3.52459 -1.19533
H -0.05722 -3.24039 0.53363
O 2.09187 -2.40994 2.51264
C 1.33358 -1.47195 2.25656
O 0.17068 -1.51744 1.72904
C 1.77617 -0.03884 2.54945
C 2.64188 0.34850 3.55508
C 2.84630 1.71233 3.74726
C 2.20968 2.63835 2.92884
C 1.36959 2.15848 1.93886
N 1.18905 0.85563 1.76414
C 0.52642 3.01247 0.99324
O 0.94278 4.13119 0.68695
O -0.52498 2.40906 0.60611
H 3.11553 -0.40285 4.17399
H 3.49868 2.05409 4.54470
H 2.34030 3.70678 3.04780
C 1.34783 -1.13678 -3.80523
C 1.51277 -1.42303 -2.33443
O 0.71474 -1.01623 -1.50211
N 2.57539 -2.15798 -1.96589
C 2.95375 -2.27530 -0.57407
C 3.71543 -1.07309 -0.05590
C 4.52807 -1.19923 1.06499
C 5.16652 -0.07405 1.54848
C 4.96444 1.14132 0.90722
C 4.13842 1.16625 -0.20382
N 3.53595 0.07984 -0.68916
H 0.38553 -0.65664 -3.96353
H 1.40083 -2.05625 -4.39326
H 2.14501 -0.46728 -4.13955
H 3.23166 -2.43192 -2.67568
H 3.56453 -3.16851 -0.45611
H 2.05718 -2.42621 0.02126
H 4.61805 -2.15696 1.56383
H 5.79855 -0.13791 2.42703
H 5.42793 2.05304 1.26104
H 3.93588 2.10032 -0.72207
```

---

no.,DFT total energy (eV)
1,-160664.77417
2,-182659.77462
3,-79068.01893
4,-229444.37011
5,-228382.52198
6,-79773.55824